Formula: C17H38Cl30InO2
Source: the Open Molecules 2025 dataset
Level of theory: ωB97M-V/def2-TZVPD

The value obtained for the HOMO energy is -4.551 eV. The gap between HOMO and LUMO comes out at 5.92 eV. The largest force on an atom is 0.0365 Eh/bohr. The energy above the lowest of the compared OMol25 structures with the same formula, charge and spin is 98.87 kJ/mol.

Geometry as ORCA input:
```
! RIJCOSX wB97M-V def2-TZVPD def2/J DEFGRID3
* xyz -1 1
C 1.92493 1.37576 4.21135
In 0.22395 -0.10731 4.07284
C -1.58243 1.01218 4.82991
O -2.84648 0.54448 4.28199
O -3.43003 1.60331 3.41974
H 2.32572 1.63348 3.26117
H 2.70832 0.97584 4.82083
H 1.57923 2.26145 4.70430
H -0.00342 -0.73052 2.40429
H 0.69520 -1.46460 5.16620
H -1.46371 2.01069 4.48959
H -1.64266 1.05526 5.89951
H -2.94601 1.51692 2.60936
C -2.38868 -1.84767 0.78255
Cl -2.78097 -0.19752 0.28239
Cl -1.08559 -2.52109 -0.20287
H -2.06760 -1.82777 1.81721
H -3.26668 -2.46913 0.66979
C -0.33829 -6.34511 -0.67364
Cl 1.09696 -7.17538 -1.29187
Cl -0.48163 -6.47594 1.07902
H -0.26975 -5.29832 -0.93367
H -1.21445 -6.78496 -1.12974
C 0.83520 -5.23019 -4.97878
Cl 1.70061 -3.71819 -4.71182
Cl -0.44901 -5.47219 -3.78342
H 0.39097 -5.21126 -5.96473
H 1.53897 -6.04781 -4.90271
C -0.14750 2.67578 -0.69600
Cl 0.73825 4.19475 -0.49634
Cl -1.43859 2.47795 0.49232
H -0.59368 2.67284 -1.68096
H 0.54736 1.85062 -0.59725
C 5.05210 -4.19268 -7.23326
Cl 3.57120 -5.05622 -7.68301
Cl 5.10726 -3.84425 -5.50201
H 5.89454 -4.80425 -7.48672
H 5.09042 -3.25982 -7.77807
C -1.41002 -0.79155 -4.94056
Cl -1.09572 -0.51420 -6.66159
Cl -1.21707 -2.49104 -4.50474
H -0.71095 -0.20421 -4.36168
H -2.42324 -0.48717 -4.71983
C 4.87109 3.47187 0.82137
Cl 3.38612 2.58706 0.45544
Cl 4.97709 3.91241 2.52749
H 5.71707 2.84725 0.57120
H 4.88811 4.37624 0.22885
C -7.15044 1.37363 2.98958
Cl -8.21400 -0.00787 2.69082
Cl -7.12068 2.47796 1.59868
H -7.51611 1.91534 3.85249
H -6.14512 1.01675 3.16763
C 1.80272 -7.45107 4.13473
Cl 2.52082 -8.14002 5.59836
Cl 0.05085 -7.29578 4.27384
H 2.22395 -6.46950 3.96886
H 2.02718 -8.09969 3.29979
C -0.82424 6.24258 -3.31417
Cl -1.17707 4.63959 -3.96862
Cl 0.75464 6.83312 -3.84479
H -1.58500 6.93040 -3.65463
H -0.82791 6.18158 -2.23441
C -6.22440 4.64142 4.23085
Cl -5.27623 6.11781 4.47083
Cl -7.55031 4.52962 5.40049
H -6.64168 4.65294 3.23632
H -5.57606 3.78260 4.35357
C 8.81044 -3.33104 -5.76107
Cl 8.17812 -3.89506 -7.31309
Cl 8.40715 -1.63554 -5.47270
H 8.37914 -3.93107 -4.97203
H 9.88585 -3.43756 -5.76502
C -9.90063 3.48159 -0.27960
Cl -10.94875 2.08694 -0.56075
Cl -9.88800 4.57946 -1.66896
H -10.26310 4.01975 0.58458
H -8.89486 3.12921 -0.10283
C 10.69534 0.33966 -3.19080
Cl 10.22496 2.01943 -2.90824
Cl 11.42850 -0.38184 -1.75280
H 9.81501 -0.22942 -3.45516
H 11.41253 0.31057 -3.99887
C -2.48803 4.59204 7.19023
Cl -1.08371 4.29616 6.16448
Cl -3.92433 3.69660 6.66192
H -2.25144 4.28285 8.19864
H -2.71167 5.64999 7.16833
*
```

***

Formula: C17H38N5O6P
Source: the Open Molecules 2025 dataset
Level of theory: ωB97M-V/def2-TZVPD

As for the SMILES: CCCCO[C@H]1OC(=O)O[C@]1(CN)N(C)C(C)=O.CN(C)P(=O)(N(C)C)N(C)C. The value obtained for the HOMO energy is -8.064 eV. The gap between HOMO and LUMO comes out at 7.32 eV. The largest force on an atom is 0.1436 Eh/bohr.

Geometry as ORCA input:
```
! RIJCOSX wB97M-V def2-TZVPD def2/J DEFGRID3
* xyz 0 1
C -1.18152 6.99336 -4.07173
C -1.49187 5.41372 -4.35277
C -3.02991 5.10213 -3.98742
C -3.24272 3.49116 -3.76987
O -2.21782 2.83490 -4.56461
C -1.73791 1.66501 -3.87641
O -1.64150 0.65241 -4.94537
C -0.94050 -0.44543 -4.30060
O -1.14842 -1.67043 -4.42634
O 0.06458 0.22325 -3.53814
C -0.26321 1.64092 -3.25450
C 0.78196 2.40115 -4.23930
N 1.49212 1.42835 -5.16690
N -0.05535 1.69810 -1.79039
C 0.26981 3.06758 -1.28565
C -1.12801 1.03181 -1.02046
C -0.76890 -0.43083 -0.41782
O -2.26704 1.50268 -0.76497
H -1.86056 7.57406 -4.79604
H -1.38458 7.26472 -2.97617
H -0.06610 7.14281 -4.26678
H -1.21411 5.14300 -5.43703
H -0.78080 4.82194 -3.68112
H -3.22642 5.57340 -2.95691
H -3.77376 5.45845 -4.77528
H -3.14653 3.27455 -2.64012
H -4.31286 3.24490 -4.10293
H -2.62992 1.28984 -3.27180
H 1.61199 2.96011 -3.66870
H 0.29221 3.17463 -4.92459
H 1.52344 1.84370 -6.11549
H 2.46887 1.40130 -4.83436
H -0.02645 3.12314 -0.17239
H -0.27808 3.92387 -1.80622
H 1.41713 3.17449 -1.31167
H -1.52529 -1.23075 -0.71120
H 0.30162 -0.70958 -0.72793
H -0.72525 -0.27360 0.72939
C 1.48221 -5.58888 3.33545
N 1.85475 -4.23707 2.98837
C 2.80658 -4.19797 1.88820
P 1.37703 -2.77060 3.69862
O 0.74084 -2.21341 2.41020
N -0.14315 -2.90434 4.50998
C -1.02755 -4.03916 4.33867
C -0.94282 -1.67438 4.46923
N 2.13790 -3.33575 5.19634
C 3.60003 -3.42068 5.18993
C 1.58205 -3.15539 6.53244
H 1.41866 -5.74189 4.41570
H 2.21923 -6.31903 2.98336
H 0.52577 -5.85898 2.87824
H 3.80794 -4.47510 2.23763
H 2.88108 -3.19875 1.45136
H 2.51652 -4.87695 1.07981
H -1.27696 -4.21864 3.28657
H -1.96149 -3.89988 4.89191
H -0.59009 -4.94071 4.77275
H -1.48056 -1.56427 3.52249
H -0.30279 -0.79716 4.60158
H -1.66860 -1.66034 5.28841
H 3.90949 -4.45914 5.04767
H 4.05905 -3.05799 6.11286
H 4.02516 -2.82340 4.37928
H 0.82657 -3.91918 6.73444
H 1.13384 -2.16637 6.65564
H 2.33098 -3.25943 7.32348
*
```

***

Formula: C17H38O12P2
Source: the Open Molecules 2025 dataset
Level of theory: ωB97M-V/def2-TZVPD

As for the SMILES: CCCOC[C@H]1C(=O)OC[C@H]1CCCO.COP(=O)(OC)OC.COP(=O)(OC)OC. The value obtained for the HOMO energy is -9.279 eV. The gap between HOMO and LUMO comes out at 6.66 eV. The largest force on an atom is 0.1786 Eh/bohr. The energy above the lowest of the compared OMol25 structures with the same formula, charge and spin is 782.46 kJ/mol.

Geometry as ORCA input:
```
! RIJCOSX wB97M-V def2-TZVPD def2/J DEFGRID3
* xyz 0 1
C 4.87899 1.69463 -0.47268
C 3.77070 2.78262 -0.07146
C 2.65513 3.02750 -1.20548
O 2.07463 4.34611 -1.11537
C 0.77434 4.30379 -0.43595
C -0.32991 4.53673 -1.57149
C -0.25746 3.68062 -2.94325
O 0.71393 3.43071 -3.66712
O -1.64717 3.33245 -3.12341
C -2.44794 4.49971 -2.70813
C -1.87289 4.68981 -1.19213
C -2.54028 3.72750 -0.10073
C -1.98244 2.22477 -0.08146
C -2.92065 1.18005 -0.91439
O -3.85570 0.48234 -0.02944
H 4.68346 0.65722 -0.01431
H 5.89547 2.03791 -0.09152
H 4.98808 1.55789 -1.61282
H 3.23439 2.53243 0.92014
H 4.32811 3.78830 0.03506
H 1.87319 2.17597 -1.19038
H 3.19350 2.90323 -2.21985
H 0.78768 5.22303 0.26071
H 0.66938 3.33455 0.14970
H -0.03654 5.58784 -1.96147
H -1.89230 5.36231 -3.24009
H -3.57253 4.42901 -2.83764
H -2.19805 5.75193 -0.92484
H -2.51409 4.20069 0.94472
H -3.66377 3.66198 -0.36861
H -2.06143 1.86521 1.01330
H -0.93496 2.09553 -0.50698
H -3.45539 1.77442 -1.72399
H -2.21536 0.39024 -1.33897
H -3.36514 -0.27809 0.35975
C -5.82122 -0.80728 5.24077
O -5.37241 -1.11056 3.92101
P -5.29516 -2.79875 3.57946
O -4.33480 -2.56309 2.41898
O -6.85191 -2.72075 3.04034
C -7.18167 -1.77102 2.03444
O -5.24131 -4.49496 3.33584
C -6.16022 -5.13225 2.47374
H -5.85010 0.27657 5.35888
H -6.82451 -1.21181 5.40422
H -5.12884 -1.22709 5.97487
H -6.30563 -1.42150 1.48274
H -7.67525 -0.91333 2.50004
H -7.87464 -2.23222 1.32991
H -6.15171 -4.66760 1.48290
H -7.16678 -5.11226 2.89994
H -5.86266 -6.17637 2.36906
C 7.75771 -3.30111 -3.36609
O 7.31946 -2.66209 -2.16822
P 5.68441 -3.01220 -1.74737
O 5.58974 -1.78012 -0.85712
O 6.22442 -4.30451 -0.87516
C 7.20813 -4.09059 0.12780
O 4.04815 -3.43106 -1.45249
C 3.69975 -4.28099 -0.38023
H 8.80006 -3.03326 -3.54307
H 7.67923 -4.38800 -3.26861
H 7.15426 -2.96088 -4.21140
H 7.26117 -3.04742 0.44841
H 8.18508 -4.39520 -0.25821
H 6.96698 -4.70834 0.99358
H 4.10722 -3.90495 0.56340
H 4.04401 -5.30131 -0.56909
H 2.61206 -4.30463 -0.30265
*
```

***

Formula: C17H39BI2N2O12PS
Source: the Open Molecules 2025 dataset
Level of theory: ωB97M-V/def2-TZVPD

The value obtained for the HOMO energy is -4.107 eV. The gap between HOMO and LUMO comes out at 6.27 eV. The largest force on an atom is 0.0216 Eh/bohr.

Geometry as ORCA input:
```
! RIJCOSX wB97M-V def2-TZVPD def2/J DEFGRID3
* xyz -1 1
C -0.08699 -0.82647 8.13076
C -0.02349 -0.12871 6.80937
I -1.88615 -0.14448 5.83314
C 0.98500 0.48281 6.22036
I 2.84197 0.56145 7.25504
B 1.00512 1.26707 4.79124
P 0.33920 3.15449 5.12841
N -0.35317 3.07654 6.71715
O 1.77437 3.99219 5.35521
O 0.39864 0.59172 3.62510
C 1.40715 0.13666 2.82164
O 1.97611 -1.01884 3.42297
C 2.44657 1.29740 3.01174
S 4.07722 0.99746 2.26462
O 1.85752 2.52476 2.42133
N 1.58691 2.39623 1.07059
O 0.52980 2.83709 0.80445
O 2.45222 1.43253 4.34050
H -0.56570 -1.79725 7.99024
H -0.72728 -0.27295 8.81804
H 0.90220 -1.01066 8.53905
H 0.32160 2.82232 7.43702
H -0.65706 4.01656 6.94578
H 2.29150 3.59561 6.06867
H 1.08344 -0.07339 1.80057
H 2.48366 -1.50101 2.76137
H 4.31154 2.25207 1.88241
C 2.89960 2.78552 -4.06150
O 1.68414 2.55129 -3.38427
C 1.53530 3.33888 -2.20367
C 0.60218 4.50190 -2.42948
O 1.14924 5.45641 -3.33541
C 0.59854 5.37313 -4.63175
H 2.84881 2.26532 -5.01776
H 3.06136 3.85168 -4.24569
H 3.74633 2.38670 -3.49101
H 2.50888 3.69414 -1.85345
H 1.11305 2.69626 -1.43567
H 0.44232 5.01351 -1.47675
H -0.36696 4.14327 -2.78900
H -0.44097 5.72207 -4.63750
H 0.63624 4.35212 -5.02184
H 1.18639 6.02175 -5.28056
C -2.17295 -3.06702 1.39460
O -1.19709 -2.70182 0.43932
C -1.74113 -2.25204 -0.79221
C -1.69363 -0.74556 -0.89876
O -2.56871 -0.12429 0.02327
C -1.89803 0.39337 1.16744
H -1.65878 -3.23517 2.33910
H -2.91510 -2.27701 1.53317
H -2.67966 -3.99354 1.09631
H -2.76777 -2.60995 -0.91916
H -1.13395 -2.68644 -1.59200
H -2.01937 -0.45185 -1.90336
H -0.66606 -0.39375 -0.75882
H -1.28965 1.26065 0.89917
H -1.26628 -0.36228 1.63857
H -2.65400 0.70929 1.88282
C -2.41594 -4.30349 -6.90468
O -1.09407 -4.68762 -6.58061
C -0.42825 -3.75724 -5.73923
C -0.38183 -4.23102 -4.30585
O -1.67346 -4.25366 -3.72011
C -2.22366 -5.55281 -3.62378
H -2.88576 -5.14531 -7.41086
H -2.99480 -4.05769 -6.01079
H -2.41535 -3.44257 -7.58244
H -0.90687 -2.77508 -5.79442
H 0.59596 -3.65722 -6.11161
H 0.22729 -3.53110 -3.72453
H 0.08752 -5.21757 -4.24640
H -1.69391 -6.14281 -2.86792
H -2.18882 -6.07757 -4.58235
H -3.26225 -5.44497 -3.31537
*
```

***

Formula: C17H39Br14F3NO3PSi2
Source: the Open Molecules 2025 dataset
Level of theory: ωB97M-V/def2-TZVPD

As for the SMILES: COC[Si@@H](O[SiH2]P(N)O)C(F)(F)F.BrCCBr.BrCCBr.BrCCBr.BrCCBr.BrCCBr.BrCCBr.BrCCBr. The value obtained for the HOMO energy is -8.337 eV. The gap between HOMO and LUMO comes out at 8.69 eV. The largest force on an atom is 0.0185 Eh/bohr.

Geometry as ORCA input:
```
! RIJCOSX wB97M-V def2-TZVPD def2/J DEFGRID3
* xyz 0 1
C 2.86814 -2.11255 3.66949
O 1.88877 -1.15214 3.29545
C 0.68834 -1.26341 4.04348
Si -0.59311 -0.19671 3.19319
O -1.64328 -1.14476 2.38115
Si -3.21233 -0.94723 1.85364
P -4.47801 -2.01330 3.41031
N -4.24866 -3.54930 2.61007
O -5.90356 -1.55991 2.67105
C -1.45883 0.85390 4.57712
F -2.20361 1.88130 4.11734
F -0.48312 1.40452 5.34572
F -2.26746 0.16052 5.41062
H 3.85601 -1.71485 3.38953
H 2.69745 -3.08015 3.16217
H 2.83557 -2.30239 4.76106
H 0.85440 -0.97521 5.10138
H 0.30329 -2.31021 4.05325
H 0.04508 0.80121 2.32519
H -3.55791 0.49201 1.80354
H -3.32255 -1.56553 0.51905
H -3.26442 -3.72225 2.39672
H -4.53384 -4.30614 3.23778
H -6.66866 -1.73320 3.24697
Br -0.56383 1.32610 -0.50146
C -0.71446 0.25858 -2.12548
C -1.84552 0.73031 -2.99798
Br -3.58253 0.20113 -2.30283
H -0.83338 -0.77443 -1.81469
H 0.23883 0.37150 -2.63665
H -1.76840 0.28382 -3.98648
H -1.87041 1.80808 -3.09366
Br -2.72629 -0.17791 -7.65828
C -3.18770 1.69603 -7.41879
C -1.99141 2.60118 -7.53678
Br -0.83803 2.47033 -5.97979
H -3.65929 1.77442 -6.44304
H -3.91211 1.93051 -8.19581
H -2.30502 3.64030 -7.59346
H -1.37203 2.35920 -8.39580
Br 0.76583 5.55554 -7.97230
C -0.17494 7.18313 -7.47556
C -1.54735 6.91919 -6.91591
Br -2.83105 6.45210 -8.30377
H -0.21376 7.80646 -8.36413
H 0.44345 7.65947 -6.71726
H -1.94039 7.81808 -6.44615
H -1.54927 6.10726 -6.19846
Br 0.94468 -5.74921 4.48897
C 2.52660 -6.68527 5.12467
C 3.72121 -5.77743 5.24668
Br 4.47898 -5.32581 3.51410
H 2.70597 -7.49704 4.42569
H 2.26015 -7.08841 6.09926
H 4.51538 -6.27426 5.79997
H 3.47285 -4.83882 5.73616
Br 1.93419 -2.20499 -1.66084
C 2.15038 -3.26639 -3.27315
C 2.20156 -2.41920 -4.51972
Br 0.46031 -1.72706 -5.03925
H 1.32511 -3.97218 -3.29616
H 3.08881 -3.80275 -3.15108
H 2.53936 -3.01745 -5.36312
H 2.85404 -1.55945 -4.39648
Br 5.86079 -3.18202 6.98137
C 5.01812 -1.58122 7.69074
C 3.88770 -1.90356 8.63500
Br 2.35380 -2.60932 7.67929
H 4.67069 -1.01693 6.82971
H 5.79799 -1.02512 8.20616
H 3.54975 -1.00232 9.14161
H 4.16844 -2.65585 9.36637
Br -2.70809 5.78640 -3.22099
C -1.49002 4.62468 -2.24797
C -0.18336 5.29487 -1.91023
Br 0.97789 5.46991 -3.46257
H -1.33304 3.75341 -2.87577
H -2.01151 4.33163 -1.33960
H 0.36837 4.68245 -1.20020
H -0.32574 6.29411 -1.50939
*
```

***

Formula: C17H39Br2N5O5
Source: the Open Molecules 2025 dataset
Level of theory: ωB97M-V/def2-TZVPD

As for the SMILES: CN(C)C=O.CN(C)C=O.CN(C)C=O.CN(C)C=O.CN(C)C=O.BrCCBr. The value obtained for the HOMO energy is -9.092 eV. The gap between HOMO and LUMO comes out at 9.31 eV. The largest force on an atom is 0.0311 Eh/bohr. The energy above the lowest of the compared OMol25 structures with the same formula, charge and spin is 123.56 kJ/mol.

Geometry as ORCA input:
```
! RIJCOSX wB97M-V def2-TZVPD def2/J DEFGRID3
* xyz 0 1
C 2.80711 -2.11682 5.40885
N 1.76161 -2.54620 4.51335
C 0.85172 -1.51815 4.02228
C 1.75909 -3.81799 4.06289
O 2.53596 -4.68815 4.36952
H 2.42875 -1.38301 6.12457
H 3.65129 -1.65587 4.88759
H 3.19619 -2.93441 6.01119
H -0.08475 -1.96656 3.69132
H 0.60607 -0.90672 4.88961
H 1.32740 -0.95908 3.21954
H 0.91435 -3.96406 3.36014
C -0.35232 -0.73209 -4.16682
N 1.01080 -0.36779 -3.83390
C 1.89458 -1.44559 -3.44559
C 1.48160 0.86839 -4.09150
O 2.58522 1.27338 -3.77811
H -0.40376 -1.15666 -5.17646
H -1.02448 0.11668 -4.07476
H -0.71404 -1.50931 -3.49377
H 2.93971 -1.16347 -3.54360
H 1.69332 -1.79412 -2.43330
H 1.76033 -2.28692 -4.13625
H 0.75471 1.49164 -4.63880
C -5.87607 4.20004 1.91066
N -4.58315 4.78172 2.18866
C -3.56952 4.68132 1.16671
C -4.26530 5.23495 3.41286
O -3.15085 5.50800 3.82116
H -6.58371 4.36934 2.71753
H -5.74881 3.12788 1.74206
H -6.30466 4.64783 1.01024
H -3.56241 3.66832 0.74713
H -3.87226 5.25694 0.28412
H -2.59427 4.94916 1.54646
H -5.11707 5.41800 4.09217
C 4.67374 0.27314 -1.13678
N 4.11603 1.30630 -0.28508
C 4.03168 1.04592 1.15603
C 3.82288 2.51916 -0.79674
O 3.42230 3.46851 -0.14969
H 4.24364 -0.69774 -0.88431
H 5.76274 0.23998 -1.03933
H 4.41681 0.46120 -2.17823
H 3.76363 0.00150 1.27773
H 4.99587 1.31215 1.58844
H 3.23530 1.71369 1.48407
H 3.93151 2.56381 -1.88964
C -2.71077 -4.47181 -3.18357
N -2.46012 -3.31309 -2.34783
C -1.40008 -3.42579 -1.38033
C -3.16171 -2.17277 -2.47797
O -2.97847 -1.13540 -1.87820
H -3.01452 -5.29942 -2.54064
H -1.77028 -4.77353 -3.66068
H -3.39041 -4.24578 -3.99846
H -1.51392 -4.30899 -0.74092
H -0.46610 -3.65092 -1.91489
H -1.27408 -2.53541 -0.77930
H -3.91142 -2.23221 -3.28694
Br -1.34002 2.61999 -0.98011
C -0.78780 0.98568 -0.07355
C 0.68425 0.71977 -0.22462
Br 1.06867 -1.14074 0.30669
H -1.39124 0.20124 -0.52484
H -1.08305 1.13491 0.95946
H 1.28275 1.33860 0.43403
H 1.04979 0.81748 -1.24157
*
```